Here is C2H7OPS2 as an isolated structure at a distorted geometry from OMol25. Energies are from ωB97M-V with the def2-TZVPD basis set.

```
13
Properties=species:S:1:pos:R:3
C -1.445 0.926 -1.877
C -0.656 -1.206 1.340
O -1.069 0.009 -0.867
P -0.623 0.475 0.610
S 2.166 0.864 0.384
S 4.042 -0.038 0.543
H -1.318 1.965 -1.564
H -2.495 0.743 -2.118
H -0.832 0.739 -2.757
H -0.130 -1.895 0.683
H -0.188 -1.185 2.320
H -1.691 -1.532 1.444
H 4.239 0.135 1.856
```

The calculation puts the energy at -1293.28501 Ha. The energy above the lowest of the compared OMol25 structures with the same formula, charge and spin comes out at 17.5 kJ/mol. The value obtained for the gap between HOMO and LUMO (spin up / spin down) is 7.2 / 7.0 eV. Its multiplicity is 3. As for the LUMO energy (spin up / spin down): 0.58 / -2.13 eV.

=====

Here is a 4-piece molecular cluster, C18H36N7O5 overall at a distorted geometry from OMol25. Energies are from ωB97M-V with the def2-TZVPD basis set.

```
66
Properties=species:S:1:pos:R:3
C -3.132 1.403 -1.323
C -1.554 1.344 -1.715
C -1.291 0.462 -3.041
C 0.268 0.063 -3.096
C 0.502 -1.498 -3.403
C -0.220 -2.467 -2.310
C 0.491 -2.324 -0.881
C -0.488 -2.369 0.373
C -1.897 -3.060 0.269
C -2.864 -3.100 1.504
C -2.356 -2.449 2.820
C -0.958 -1.804 2.811
N -0.083 -1.768 1.637
C 1.218 -1.051 1.833
O 0.873 0.369 1.921
C 2.019 1.189 1.671
C 1.890 2.205 0.415
O 3.045 1.129 2.397
H -3.640 2.184 -1.986
H -3.612 0.367 -1.403
H -3.195 1.733 -0.214
H -0.986 0.927 -0.803
H -1.211 2.423 -1.912
H -1.569 1.126 -3.937
H -1.994 -0.456 -3.110
H 0.801 0.657 -3.916
H 0.751 0.406 -2.101
H 0.121 -1.711 -4.466
H 1.628 -1.741 -3.360
H -0.005 -3.541 -2.684
H -1.354 -2.348 -2.304
H 0.986 -1.274 -0.863
H 1.376 -3.062 -0.773
H -2.272 -3.554 -0.682
H -3.903 -3.569 1.499
H -2.959 -2.388 3.784
H -0.582 -1.322 3.787
H 1.593 -1.373 2.879
H 1.997 -1.278 1.033
H 2.227 1.675 -0.542
H 0.759 2.413 0.283
H 2.450 3.187 0.612
C -4.830 -6.284 3.270
O -5.238 -5.263 2.732
N -3.662 -6.879 2.923
N -5.511 -6.908 4.260
H -3.312 -7.716 3.353
H -3.126 -6.445 2.190
H -6.385 -6.496 4.546
H -5.195 -7.745 4.714
C 3.175 2.843 -3.251
O 3.093 1.673 -2.898
N 3.632 3.822 -2.434
N 2.814 3.259 -4.489
H 3.707 4.786 -2.704
H 3.911 3.553 -1.505
H 2.469 2.560 -5.126
H 2.874 4.213 -4.797
C 3.302 6.542 1.902
O 2.624 6.851 0.934
N 3.281 5.296 2.440
N 4.132 7.414 2.523
H 3.829 5.020 3.234
H 2.675 4.622 2.006
H 4.175 8.350 2.152
H 4.697 7.179 3.319
```

The calculation puts the energy at -1466.66045 Ha. The total charge is +1. The value obtained for the gap between HOMO and LUMO is 7.4 eV. As for the LUMO energy: -4.33 eV.

=====

Here is a 5-piece molecular cluster, C12H34O5 overall at a distorted geometry from OMol25. Energies are from ωB97M-V with the def2-TZVPD basis set.

```
51
Properties=species:S:1:pos:R:3
C 10.775 8.699 6.187
C 11.887 8.319 7.316
C 12.874 7.277 6.859
O 12.527 9.512 7.750
H 9.890 9.163 6.648
H 10.581 7.768 5.659
H 11.296 9.434 5.516
H 11.332 7.926 8.147
H 13.394 7.516 5.916
H 12.381 6.324 6.616
H 13.581 7.114 7.611
H 11.993 10.036 8.291
C 14.588 9.217 11.481
C 13.829 7.917 11.055
C 14.520 6.618 11.508
O 12.531 7.999 11.705
H 15.673 9.153 11.341
H 14.329 9.555 12.504
H 14.208 10.090 10.904
H 13.615 7.988 9.987
H 14.696 6.523 12.589
H 15.434 6.526 10.930
H 13.917 5.726 11.180
H 11.919 8.545 11.181
C 6.720 10.866 10.994
C 6.274 10.727 9.521
C 5.805 12.063 8.804
O 7.382 10.162 8.808
H 7.715 11.455 11.086
H 7.030 9.935 11.380
H 5.907 11.260 11.576
H 5.444 10.002 9.523
H 5.020 12.510 9.440
H 5.405 11.998 7.833
H 6.630 12.723 8.701
H 7.111 9.466 8.233
C 6.695 8.346 5.592
C 5.975 7.439 6.586
C 6.176 5.886 6.377
O 6.532 7.785 7.803
H 6.462 8.309 4.511
H 7.786 8.141 5.721
H 6.505 9.398 5.934
H 4.857 7.548 6.596
H 5.820 5.320 7.222
H 7.171 5.581 6.001
H 5.418 5.632 5.610
H 6.535 7.094 8.451
O 10.137 9.877 9.723
H 10.036 10.443 10.559
H 9.183 9.977 9.435
```

The calculation puts the energy at -853.75095 Ha. Its SMILES is CC(C)O.CC(C)O.CC(C)O.CC(C)O.O. The energy above the lowest of the compared OMol25 structures with the same formula, charge and spin comes out at 168.2 kJ/mol. The value obtained for the gap between HOMO and LUMO is 10.0 eV. As for the LUMO energy: 0.49 eV.

=====

Here is C23H29BN5Ru as an isolated structure at a distorted geometry from OMol25. Energies are from ωB97M-V with the def2-TZVPD basis set.

```
59
Properties=species:S:1:pos:R:3
Ru 0.200 0.092 0.024
C -2.934 0.261 -0.849
C -3.397 -1.054 -0.226
C -2.224 -1.961 0.182
N -1.149 -1.262 0.855
C -0.998 -1.449 2.177
C -2.021 -1.930 3.001
C -1.974 -2.419 4.306
C -0.850 -2.701 5.073
C 0.458 -2.351 4.808
C 0.940 -1.487 3.810
C 0.302 -0.966 2.691
N 0.845 -0.008 1.917
C 1.997 0.710 2.410
C 2.405 1.853 1.483
C 2.990 1.319 0.180
N 1.977 0.718 -0.646
C 2.291 0.355 -1.903
C 3.623 0.303 -2.318
C 4.209 0.203 -3.583
C 3.571 0.189 -4.811
C 2.207 0.115 -5.039
C 1.151 -0.018 -4.126
C 1.106 0.016 -2.730
N -0.012 -0.184 -1.997
C -1.240 -0.649 -2.616
C -2.482 0.200 -2.306
H -2.101 0.640 -0.239
H -3.746 0.991 -0.783
H -4.043 -1.594 -0.921
H -3.984 -0.816 0.665
H -1.804 -2.428 -0.714
H -2.593 -2.782 0.808
H -3.012 -1.920 2.570
H -2.929 -2.692 4.733
H -1.024 -3.251 5.990
H 1.202 -2.701 5.509
H 1.977 -1.212 3.944
H 2.860 0.030 2.509
H 1.770 1.115 3.407
H 3.160 2.462 1.984
H 1.538 2.479 1.267
H 3.776 0.587 0.437
H 3.463 2.143 -0.374
H 4.349 0.366 -1.523
H 5.290 0.199 -3.593
H 4.207 0.217 -5.685
H 1.908 0.100 -6.077
H 0.203 -0.148 -4.626
H -1.399 -1.685 -2.300
H -1.163 -0.681 -3.707
H -3.305 -0.187 -2.916
H -2.271 1.224 -2.628
B -2.626 3.930 0.445
C -1.410 2.996 0.373
N -0.535 2.235 0.315
H -3.296 3.672 -0.516
H -3.152 3.729 1.500
H -2.298 5.084 0.378
```

The calculation puts the energy at -1287.23380 Ha. The energy above the lowest of the compared OMol25 structures with the same formula, charge and spin comes out at 117.0 kJ/mol. The value obtained for the gap between HOMO and LUMO (spin up / spin down) is 6.0 / 6.1 eV. Its multiplicity is 2. As for the LUMO energy (spin up / spin down): -1.24 / -1.41 eV.

=====

Here is a 14-piece molecular cluster, C3H34NO13 overall at a distorted geometry from OMol25. Energies are from ωB97M-V with the def2-TZVPD basis set.

```
51
Properties=species:S:1:pos:R:3
C -0.469 0.665 -1.940
C -0.578 1.021 -0.401
C -1.821 0.176 1.534
N -1.390 0.072 0.279
H 0.145 -0.164 -1.999
H -1.453 0.396 -2.276
H 0.137 1.328 -2.603
H 0.373 1.162 0.194
H -1.050 1.994 -0.055
H -2.664 -0.493 1.890
H -1.504 0.872 2.253
H -1.938 -0.537 -0.394
H 2.165 -3.704 -0.087
H 1.768 -2.379 0.727
O 2.420 -2.924 0.315
H -1.533 -2.914 0.481
H -2.060 -3.164 1.871
O -1.906 -2.361 1.328
H -4.159 1.993 1.352
H -3.149 2.506 0.479
O -3.284 1.833 1.197
H 3.504 -1.168 0.529
H 4.316 0.102 0.526
O 3.515 -0.254 0.136
H 2.266 -0.146 3.668
H 2.736 -1.099 2.629
O 2.602 -0.204 2.829
H 1.730 2.361 1.890
H 2.734 1.760 0.992
O 1.987 2.390 1.083
H 0.381 4.108 -1.331
H 0.156 4.024 0.159
O -0.280 4.049 -0.717
H -2.816 -0.023 -2.836
H -4.030 0.302 -1.634
O -3.324 -0.383 -1.956
H -0.434 -2.808 1.909
H 0.084 -1.808 3.038
O 0.426 -2.508 2.344
H -1.616 3.598 -0.750
H -3.084 3.262 -1.615
O -2.571 3.146 -0.812
H -0.474 -4.576 -1.049
H 0.135 -3.248 -1.477
O -0.495 -3.629 -0.933
H 3.342 0.845 -2.652
H 3.125 1.396 -1.229
O 2.838 1.502 -2.052
H 1.792 -2.387 -2.981
H 2.051 -1.664 -1.600
O 1.319 -2.082 -2.155
```

The calculation puts the energy at -1167.18928 Ha. The total charge is +1. The energy above the lowest of the compared OMol25 structures with the same formula, charge and spin comes out at 471.1 kJ/mol. The value obtained for the gap between HOMO and LUMO is 10.4 eV. As for the LUMO energy: -2.65 eV.

=====

Here is C2H16ClO6 as an isolated structure at a distorted geometry from OMol25. Energies are from ωB97M-V with the def2-TZVPD basis set.

```
25
Properties=species:S:1:pos:R:3
Cl 17.805 7.691 11.906
O 18.188 9.813 10.247
H 17.879 9.136 10.849
H 17.558 10.527 10.346
O 15.219 7.515 13.097
H 16.009 8.017 12.898
H 15.393 6.642 12.745
O 18.732 7.600 14.292
H 18.736 6.648 14.393
H 18.361 7.748 13.423
O 19.289 8.011 9.967
H 19.766 7.213 9.737
H 18.875 7.809 10.806
O 16.895 5.186 12.577
H 17.461 4.987 13.322
H 17.171 6.057 12.291
C 19.210 5.042 11.329
C 20.698 4.696 11.581
O 20.928 4.947 12.973
H 19.063 5.047 10.249
H 18.969 6.088 11.516
H 18.567 4.286 11.780
H 21.422 5.289 11.022
H 20.780 3.639 11.330
H 20.524 4.275 13.527
```

The calculation puts the energy at -997.37833 Ha. The total charge is -1. The energy above the lowest of the compared OMol25 structures with the same formula, charge and spin comes out at 441.3 kJ/mol. The value obtained for the gap between HOMO and LUMO is 9.2 eV. As for the LUMO energy: 3.13 eV.

=====

Here is H22KrO11 as an isolated structure from OMol25. Energies are from ωB97M-V with the def2-TZVPD basis set.

```
34
Properties=species:S:1:pos:R:3
Kr -0.104 -0.292 0.073
O -1.210 1.983 2.546
H -1.135 2.932 2.444
H -0.359 1.710 2.888
O 3.073 -2.781 -2.471
H 2.289 -2.998 -2.976
H 2.771 -2.150 -1.818
O -0.041 -1.655 3.336
H -0.991 -1.640 3.225
H 0.185 -0.760 3.590
O -1.590 2.969 -1.502
H -2.192 3.401 -2.108
H -2.158 2.565 -0.846
O 2.822 -2.285 2.337
H 1.877 -2.432 2.389
H 2.955 -1.880 1.480
O -2.785 -1.428 2.327
H -2.338 -1.508 1.484
H -3.712 -1.544 2.120
O 2.934 1.086 -1.727
H 3.613 0.948 -2.388
H 3.172 1.913 -1.307
O -2.987 -0.718 -1.556
H -2.608 -1.123 -2.336
H -3.250 -1.456 -1.005
O -3.284 1.703 0.238
H -2.573 1.520 0.852
H -3.374 0.897 -0.271
O 3.119 -1.141 -0.184
H 3.036 -0.294 -0.622
H 4.058 -1.240 -0.028
O 0.198 1.853 -3.110
H 0.938 1.527 -2.597
H -0.350 2.314 -2.476
```

The calculation puts the energy at -3594.44596 Ha. The energy above the lowest of the compared OMol25 structures with the same formula, charge and spin comes out at 53.8 kJ/mol. The value obtained for the gap between HOMO and LUMO is 10.3 eV. As for the LUMO energy: -0.13 eV.

=====

Here is a 9-piece molecular cluster, C26H69FNO9 overall from OMol25. Energies are from ωB97M-V with the def2-TZVPD basis set.

```
106
Properties=species:S:1:pos:R:3
O -0.711 -1.107 -1.748
N -1.335 0.034 -2.551
C -2.496 0.396 -1.772
C -3.764 -0.436 -2.044
F -4.421 -1.014 -0.915
H -0.692 -1.848 -2.359
H -2.620 1.455 -2.016
H -2.305 0.337 -0.679
H -3.488 -1.267 -2.698
H -4.545 0.162 -2.527
C -2.791 -2.962 0.866
C -2.093 -4.307 0.983
C -2.081 -4.826 2.421
O -0.762 -4.206 0.474
H -2.267 -2.231 1.491
H -2.772 -2.586 -0.152
H -3.828 -3.020 1.202
H -2.578 -5.046 0.340
H -1.568 -4.114 3.069
H -1.555 -5.782 2.476
H -3.092 -4.955 2.812
H -0.312 -3.520 0.980
C 2.240 1.858 0.567
C 0.834 2.326 0.214
C -0.144 2.036 1.335
O 0.405 1.739 -0.991
H 2.235 0.775 0.721
H 2.923 2.080 -0.255
H 2.608 2.336 1.479
H 0.853 3.401 0.017
H -0.202 0.956 1.508
H -1.142 2.381 1.064
H 0.164 2.521 2.262
H 0.293 0.776 -0.927
C -0.249 -3.306 6.853
C -0.844 -2.291 5.893
C -1.293 -1.024 6.602
O -1.948 -2.826 5.164
H -0.983 -3.612 7.605
H 0.067 -4.200 6.313
H 0.621 -2.887 7.360
H -0.099 -2.051 5.133
H -2.086 -1.267 7.315
H -1.710 -0.326 5.875
H -0.479 -0.530 7.135
H -2.638 -3.043 5.801
C -0.418 2.765 -5.135
C -1.021 3.794 -4.189
C 0.052 4.688 -3.580
O -1.778 3.153 -3.178
H 0.263 2.114 -4.588
H -1.202 2.139 -5.560
H 0.135 3.247 -5.947
H -1.741 4.412 -4.734
H 0.751 4.081 -2.999
H -0.401 5.421 -2.910
H 0.616 5.218 -4.351
H -1.189 2.558 -2.678
C 2.298 -0.017 -5.026
C 2.995 0.512 -3.782
C 3.106 -0.564 -2.713
O 2.318 1.649 -3.269
H 1.282 -0.335 -4.777
H 2.225 0.768 -5.780
H 2.836 -0.865 -5.455
H 3.995 0.870 -4.046
H 2.105 -0.890 -2.411
H 3.612 -0.165 -1.834
H 3.660 -1.433 -3.076
H 1.433 1.367 -2.982
C 3.178 1.138 -8.685
C 4.466 0.982 -7.894
C 5.574 1.876 -8.428
O 4.886 -0.383 -7.883
H 3.342 0.853 -9.730
H 2.401 0.493 -8.275
H 2.822 2.169 -8.664
H 4.275 1.227 -6.849
H 5.806 1.612 -9.465
H 6.482 1.751 -7.837
H 5.282 2.927 -8.401
H 5.059 -0.643 -8.794
C 3.505 -1.588 3.144
C 2.685 -1.110 4.328
C 3.223 0.189 4.906
O 2.619 -2.122 5.334
H 4.537 -1.781 3.455
H 3.093 -2.513 2.741
H 3.521 -0.843 2.350
H 1.650 -0.964 4.014
H 4.247 0.044 5.265
H 2.610 0.515 5.747
H 3.232 0.978 4.154
H 3.516 -2.289 5.642
C -6.628 0.265 4.867
C -5.454 0.541 5.794
C -4.568 1.645 5.256
O -4.700 -0.648 6.022
H -6.265 -0.060 3.888
H -7.258 -0.526 5.274
H -7.236 1.159 4.722
H -5.828 0.823 6.781
H -4.157 1.352 4.291
H -3.737 1.833 5.936
H -5.126 2.572 5.119
H -4.336 -0.942 5.177
```

The calculation puts the energy at -1863.72248 Ha. The total charge is -1. The value obtained for the gap between HOMO and LUMO is 4.7 eV. As for the LUMO energy: 2.29 eV.